{
  "formula": "C39H62Cl2INO2PRhSi2",
  "method": "the ωB97M-V functional and the def2-TZVPD basis",
  "elements": ["Rh", "I", "C", "C", "C", "C", "C", "C", "P", "C", "C", "C", "C", "C", "C", "C", "C", "C", "C", "C", "C", "H", "H", "H", "H", "H", "H", "H", "H", "H", "H", "H", "H", "H", "H", "H", "H", "H", "H", "H", "H", "H", "H", "H", "H", "H", "H", "H", "H", "H", "H", "H", "H", "H", "Cl", "C", "C", "C", "C", "C", "Cl", "C", "N", "C", "C", "C", "C", "C", "C", "C", "C", "O", "O", "H", "H", "H", "H", "H", "H", "H", "H", "H", "H", "C", "Si", "C", "C", "C", "Si", "C", "C", "C", "H", "H", "H", "H", "H", "H", "H", "H", "H", "H", "H", "H", "H", "H", "H", "H", "H", "H", "H"],
  "xyz": [[1.263, 0.247, -0.458], [2.948, -1.641, -1.253], [-4.694, 1.597, -1.704], [-3.655, 2.361, -2.554], [-2.220, 1.928, -2.224], [-2.199, 0.410, -2.008], [-2.960, 0.059, -0.711], [-4.065, 1.082, -0.412], [-0.531, -0.347, -1.965], [-0.812, -2.178, -1.811], [-0.783, -2.656, -0.352], [-0.699, -4.183, -0.319], [-1.813, -4.857, -1.158], [-2.770, -3.828, -1.753], [-2.020, -2.781, -2.579], [0.186, -0.198, -3.663], [0.990, 1.105, -3.836], [1.384, 1.261, -5.302], [0.139, 1.541, -6.159], [-1.112, 0.819, -5.622], [-0.755, -0.460, -4.865], [-5.091, 0.748, -2.268], [-5.545, 2.243, -1.481], [-3.755, 3.437, -2.397], [-3.847, 2.180, -3.616], [-1.878, 2.431, -1.321], [-1.547, 2.240, -3.021], [-2.714, -0.037, -2.863], [-2.264, 0.023, 0.132], [-3.394, -0.940, -0.809], [-3.647, 1.926, 0.144], [-4.820, 0.630, 0.234], [0.109, -2.565, -2.260], [-1.664, -2.305, 0.190], [0.081, -2.242, 0.167], [-0.737, -4.525, 0.716], [0.285, -4.471, -0.699], [-2.375, -5.565, -0.547], [-1.370, -5.436, -1.974], [-3.327, -3.339, -0.949], [-3.511, -4.322, -2.386], [-2.729, -2.016, -2.898], [-1.655, -3.257, -3.493], [0.928, -1.004, -3.644], [1.872, 1.074, -3.190], [0.411, 1.979, -3.527], [1.871, 0.338, -5.631], [2.115, 2.061, -5.426], [0.330, 1.243, -7.192], [-0.050, 2.617, -6.176], [-1.783, 0.573, -6.446], [-1.675, 1.486, -4.964], [-0.252, -1.141, -5.557], [-1.664, -0.974, -4.553], [-0.043, 1.278, 6.540], [-1.128, 0.656, 5.322], [-2.158, 1.470, 4.905], [-3.042, 1.019, 3.938], [-2.849, -0.238, 3.398], [-1.810, -1.050, 3.823], [-1.680, -2.603, 3.051], [-0.916, -0.649, 4.825], [0.092, -1.406, 5.372], [0.617, -2.673, 4.964], [0.058, -3.817, 5.524], [0.536, -5.071, 5.196], [1.600, -5.184, 4.311], [2.179, -4.046, 3.777], [1.704, -2.772, 4.092], [2.364, -1.562, 3.469], [2.097, -1.426, 1.970], [2.647, -2.280, 1.235], [1.336, -0.480, 1.602], [-2.262, 2.454, 5.343], [-3.857, 1.643, 3.602], [-3.510, -0.614, 2.629], [0.675, -0.896, 6.014], [-0.773, -3.702, 6.209], [0.086, -5.954, 5.628], [1.988, -6.159, 4.046], [3.008, -4.131, 3.084], [3.447, -1.653, 3.567], [2.035, -0.646, 3.949], [4.549, 4.038, 0.046], [3.933, 2.302, -0.342], [4.690, 1.129, 0.905], [4.538, 1.920, -2.074], [2.083, 2.274, -0.259], [1.210, 2.964, 1.234], [-0.510, 2.238, 1.405], [2.099, 2.650, 2.845], [1.022, 4.824, 1.025], [5.641, 4.083, -0.014], [4.256, 4.354, 1.051], [4.141, 4.760, -0.667], [5.775, 1.074, 0.776], [4.289, 0.118, 0.801], [4.487, 1.469, 1.924], [5.630, 1.984, -2.112], [4.138, 2.652, -2.783], [4.253, 0.923, -2.416], [1.649, 2.708, -1.171], [-0.459, 1.190, 1.717], [-1.060, 2.298, 0.466], [-1.082, 2.776, 2.166], [2.203, 1.576, 3.021], [1.512, 3.075, 3.664], [3.092, 3.108, 2.871], [0.582, 5.070, 0.054], [1.991, 5.325, 1.088], [0.376, 5.240, 1.805]],
  "lowdin_charge": [0.5186, 0.7718, -0.1891, -0.1773, -0.2011, -0.4269, -0.1955, -0.1938, 1.0056, -0.4197, -0.2598, -0.1741, -0.1808, -0.2061, -0.1882, -0.4332, -0.2295, -0.1887, -0.1853, -0.1867, -0.1790, 0.1117, 0.1064, 0.1105, 0.1045, 0.0914, 0.0809, 0.0982, 0.0890, 0.1044, 0.1088, 0.1086, 0.0682, 0.0700, 0.0539, 0.0949, 0.1099, 0.1044, 0.1082, 0.1041, 0.1117, 0.0815, 0.1158, 0.0716, 0.0659, 0.0989, 0.1160, 0.1097, 0.1057, 0.1077, 0.1105, 0.0873, 0.1207, 0.0824, 0.7050, -0.5710, -0.1259, -0.1014, -0.1286, -0.5469, 0.7853, -0.2782, 0.0651, -0.2542, -0.0543, -0.0837, -0.0746, -0.0269, -0.1504, -0.0293, -0.6477, -0.2234, -0.1593, 0.1052, 0.1050, 0.0965, 0.0783, 0.1179, 0.1025, 0.1033, 0.1160, 0.1351, 0.1053, -0.1846, 0.3477, -0.1784, -0.1994, -0.4326, 0.3771, -0.1829, -0.1666, -0.1784, 0.0309, 0.0156, 0.0339, 0.0370, -0.0283, 0.0214, 0.0328, 0.0303, -0.0302, 0.0059, 0.0121, -0.0044, 0.0357, 0.0123, 0.0341, 0.0237, 0.0288, 0.0182, 0.0291],
  "orbital_gap_ev": [7.8, 6.0],
  "e_above_lowest_kj_mol": 0.0,
  "e_lumo_ev": [0.5, -2.0],
  "spin_multiplicity": 5
}

---

{
  "formula": "C39H64InNO32P",
  "method": "the ωB97M-V functional and the def2-TZVPD basis",
  "elements": ["C", "C", "C", "N", "In", "O", "C", "C", "C", "O", "P", "C", "C", "C", "H", "H", "H", "H", "H", "H", "H", "H", "H", "H", "H", "H", "H", "H", "H", "H", "H", "H", "H", "H", "H", "H", "H", "H", "C", "C", "O", "C", "O", "O", "H", "H", "H", "H", "C", "C", "O", "C", "O", "O", "H", "H", "H", "H", "C", "C", "O", "C", "O", "O", "H", "H", "H", "H", "C", "C", "O", "C", "O", "O", "H", "H", "H", "H", "C", "C", "O", "C", "O", "O", "H", "H", "H", "H", "C", "C", "O", "C", "O", "O", "H", "H", "H", "H", "C", "C", "O", "C", "O", "O", "H", "H", "H", "H", "C", "C", "O", "C", "O", "O", "H", "H", "H", "H", "C", "C", "O", "C", "O", "O", "H", "H", "H", "H", "C", "C", "O", "C", "O", "O", "H", "H", "H", "H"],
  "xyz": [[0.737, -0.368, 3.448], [1.863, 0.460, 2.776], [1.558, 0.883, 1.315], [0.162, 1.311, 1.115], [-0.310, 3.074, 2.214], [-0.043, 2.667, 4.264], [1.204, 4.660, 1.603], [2.434, 4.500, 2.540], [2.785, 5.818, 3.323], [3.591, 4.047, 1.802], [-2.656, 3.970, 1.858], [-3.748, 2.760, 0.929], [-3.405, 4.016, 3.596], [-2.730, 5.198, 4.361], [-0.255, 0.002, 3.159], [0.829, -1.422, 3.121], [0.834, -0.320, 4.542], [2.161, 1.297, 3.428], [2.753, -0.201, 2.731], [2.288, 1.679, 1.051], [1.744, 0.008, 0.662], [0.116, 1.568, 0.137], [0.012, 3.537, 4.667], [0.756, 5.665, 1.674], [1.512, 4.462, 0.563], [2.222, 3.736, 3.312], [1.880, 6.442, 3.356], [3.631, 6.311, 2.829], [3.021, 5.528, 4.363], [4.003, 3.383, 2.364], [-4.775, 3.179, 0.947], [-3.486, 2.663, -0.133], [-3.814, 1.785, 1.440], [-4.491, 4.180, 3.483], [-3.190, 3.071, 4.115], [-2.741, 4.974, 5.437], [-1.706, 5.317, 3.977], [-3.319, 6.117, 4.211], [7.031, 3.581, 3.390], [7.681, 4.338, 4.518], [6.604, 4.512, 5.435], [5.689, 3.536, 5.192], [4.759, 3.302, 5.886], [5.987, 2.864, 4.047], [7.716, 2.896, 2.894], [6.584, 4.241, 2.643], [8.473, 3.764, 5.007], [8.084, 5.300, 4.206], [-0.306, -0.332, -3.415], [-1.307, 0.584, -4.062], [-1.340, 1.695, -3.156], [-0.164, 1.710, -2.483], [0.199, 2.591, -1.772], [0.545, 0.581, -2.718], [0.262, -0.917, -4.134], [-0.765, -1.009, -2.691], [-0.983, 0.940, -5.046], [-2.293, 0.130, -4.153], [-0.849, 5.024, -5.177], [-2.182, 5.061, -5.876], [-2.076, 3.968, -6.803], [-1.152, 3.111, -6.313], [-0.944, 2.018, -6.747], [-0.493, 3.643, -5.266], [-0.904, 5.345, -4.140], [-0.089, 5.618, -5.694], [-3.016, 4.867, -5.198], [-2.358, 5.995, -6.395], [-1.458, -4.734, -1.727], [-2.861, -5.086, -2.138], [-3.161, -4.071, -3.107], [-1.988, -3.620, -3.607], [-1.891, -2.876, -4.534], [-0.939, -4.098, -2.907], [-0.856, -5.612, -1.454], [-1.433, -4.020, -0.901], [-2.927, -6.065, -2.617], [-3.564, -5.050, -1.308], [0.034, 8.425, -8.442], [0.700, 9.159, -7.305], [-0.383, 9.375, -6.399], [-1.325, 8.435, -6.649], [-2.272, 8.230, -5.963], [-1.042, 7.751, -7.787], [0.696, 7.713, -8.932], [-0.379, 9.101, -9.194], [1.463, 8.557, -6.807], [1.141, 10.105, -7.613], [-4.327, 0.033, -7.227], [-4.211, 1.258, -8.096], [-5.364, 1.153, -8.938], [-6.279, 0.393, -8.289], [-7.405, 0.251, -8.642], [-5.742, -0.183, -7.187], [-3.928, 0.185, -6.227], [-3.848, -0.844, -7.669], [-4.272, 2.185, -7.523], [-3.298, 1.268, -8.687], [-0.598, -10.305, -1.894], [-1.663, -9.536, -2.634], [-1.773, -8.341, -1.860], [-0.605, -8.169, -1.196], [-0.310, -7.184, -0.599], [0.183, -9.265, -1.306], [0.012, -10.922, -2.552], [-1.009, -10.931, -1.099], [-1.361, -9.273, -3.650], [-2.615, -10.062, -2.672], [0.279, -5.225, 3.411], [0.331, -4.109, 2.413], [-0.805, -4.379, 1.581], [-1.678, -5.112, 2.306], [-2.791, -5.366, 1.966], [-1.121, -5.527, 3.472], [0.656, -4.930, 4.386], [0.820, -6.112, 3.074], [0.203, -3.126, 2.873], [1.251, -4.113, 1.836], [4.140, -4.908, 4.968], [4.620, -3.494, 4.767], [4.634, -3.369, 3.343], [3.762, -4.271, 2.840], [3.413, -4.307, 1.703], [3.334, -5.130, 3.806], [3.551, -5.032, 5.875], [4.959, -5.631, 4.972], [3.932, -2.753, 5.180], [5.612, -3.323, 5.179], [-1.394, -6.950, 6.708], [-1.386, -7.135, 8.205], [-0.003, -6.974, 8.531], [0.567, -6.238, 7.547], [1.667, -5.787, 7.594], [-0.277, -6.084, 6.501], [-2.310, -6.494, 6.341], [-1.222, -7.884, 6.168], [-1.963, -6.367, 8.725], [-1.745, -8.115, 8.511]],
  "lowdin_charge": [-0.1173, -0.2604, -0.3564, -0.1754, 0.6045, -0.3925, -0.2087, -0.5136, -0.0532, -0.0865, 0.6879, -0.4191, -0.5311, -0.2095, 0.0541, 0.0312, 0.0678, 0.0798, 0.0896, 0.0902, 0.0969, -0.0358, -0.0663, 0.0160, 0.0345, 0.0881, 0.0602, 0.0680, 0.0633, 0.0578, 0.0070, 0.0075, 0.0165, 0.0512, 0.0508, 0.0601, 0.0270, 0.0566, -0.1272, -0.1319, 0.0574, -0.5647, 0.1760, 0.0535, 0.1317, 0.1328, 0.1287, 0.1306, -0.1164, -0.1177, 0.0544, -0.5678, 0.1522, 0.0729, 0.1337, 0.1279, 0.0965, 0.1261, -0.0949, -0.1021, 0.0610, -0.5667, 0.1290, 0.0734, 0.1477, 0.1287, 0.1442, 0.0981, -0.1023, -0.1045, 0.0640, -0.5823, 0.1361, 0.0668, 0.0950, 0.1320, 0.1180, 0.1370, -0.1182, -0.1197, 0.0708, -0.5689, 0.1664, 0.0515, 0.1343, 0.1337, 0.1353, 0.1329, -0.1102, -0.1219, 0.0585, -0.5752, 0.1537, 0.0644, 0.1256, 0.1368, 0.1279, 0.1322, -0.1215, -0.1168, 0.0597, -0.5426, 0.1603, 0.0734, 0.1329, 0.1335, 0.1362, 0.1338, -0.1244, -0.0983, 0.0617, -0.5689, 0.1423, 0.0528, 0.1177, 0.1361, 0.1104, 0.1141, -0.1115, -0.1116, 0.0710, -0.5582, 0.1555, 0.0435, 0.1189, 0.1322, 0.1392, 0.1322, -0.1156, -0.1199, 0.0642, -0.5624, 0.1577, 0.0535, 0.1387, 0.1366, 0.1345, 0.1315],
  "orbital_gap_ev": 5.0,
  "total_charge": -1,
  "e_lumo_ev": 1.5,
  "spin_multiplicity": 1
}

---

What are the calculated total energy values for these records? In order: -3977.57177, -4518.50337 Ha.